Entry from OMol25: a molecular structure, C28H32F5N3O4Sr in a non-equilibrium geometry (ωB97M-V with the def2-TZVPD basis set).

The total energy is -2081.42423 a.u. For the LUMO energy, the calculation gives 0.264 eV. For the largest force on an atom, the calculation gives 1.49 eV Å⁻¹.

```
! RIJCOSX wB97M-V def2-TZVPD def2/J DEFGRID3
* xyz 0 1
Sr 0.52 -0.27 0.00
C -4.71 -0.23 2.44
C -3.42 -0.82 3.00
C -3.13 -2.16 2.34
C -2.24 0.14 2.94
C -2.31 1.35 2.26
C -1.27 2.27 2.31
C -0.11 2.01 3.03
C 0.98 3.02 3.22
C -0.01 0.75 3.64
C -1.05 -0.15 3.61
H -5.54 -0.91 2.60
H -4.64 -0.05 1.36
H -4.96 0.72 2.91
H -3.59 -1.02 4.06
H -2.89 -2.03 1.28
H -3.98 -2.84 2.41
H -2.30 -2.66 2.84
H -3.19 1.58 1.68
H -1.38 3.21 1.78
H 0.94 3.45 4.22
H 0.90 3.83 2.49
H 1.96 2.57 3.09
H 0.90 0.50 4.19
H -0.96 -1.10 4.14
C 3.98 3.12 0.02
C 3.14 1.89 0.03
N 1.86 1.90 0.10
O 1.32 3.20 0.06
C 3.85 0.56 -0.10
C 5.33 0.48 -0.26
N 3.07 -0.48 -0.15
O 3.56 -1.66 -0.35
H 3.46 3.99 0.43
H 4.29 3.35 -1.00
H 4.90 2.95 0.58
H 0.42 3.00 -0.25
H 5.71 1.21 -0.97
H 5.58 -0.52 -0.60
H 5.86 0.66 0.68
O 0.12 -2.37 1.21
C 1.01 -3.41 0.69
C 0.35 -4.21 -0.42
C -0.13 -3.41 -1.64
C 0.91 -2.60 -2.40
C 1.92 -3.21 -3.14
C 2.80 -2.41 -3.83
C 2.66 -1.04 -3.79
C 1.64 -0.51 -3.04
N 0.78 -1.28 -2.35
H -0.66 -2.76 1.63
H 1.32 -4.03 1.53
H 1.90 -2.89 0.31
H -0.50 -4.78 -0.03
H 1.09 -4.96 -0.74
H -0.94 -2.73 -1.35
H -0.59 -4.11 -2.35
H 2.00 -4.29 -3.16
H 3.60 -2.86 -4.41
H 3.34 -0.38 -4.33
H 1.48 0.57 -2.96
F -4.82 2.65 -4.44
C -3.89 2.29 -3.55
C -4.13 1.26 -2.65
F -5.29 0.61 -2.67
C -3.16 0.90 -1.74
F -3.45 -0.12 -0.90
C -1.91 1.52 -1.66
O -1.02 1.13 -0.78
C -1.70 2.55 -2.58
F -0.53 3.21 -2.59
C -2.66 2.92 -3.51
F -2.40 3.92 -4.36
*
```

The Löwdin scheme yields these atomic charges, measured in e: Sr 1.542; C -0.077; C -0.371; C -0.065; C -0.200; C -0.030; C -0.036; C -0.284; C -0.051; C -0.048; C -0.048; H 0.082; H 0.071; H 0.085; H 0.142; H 0.083; H 0.085; H 0.065; H 0.107; H 0.121; H 0.085; H 0.067; H 0.078; H 0.117; H 0.117; C -0.014; C -0.280; N -0.084; O -0.073; C -0.315; C -0.051; N -0.233; O -0.212; H 0.076; H 0.100; H 0.082; H 0.060; H 0.075; H 0.065; H 0.083; O -0.236; C -0.201; C -0.167; C -0.127; C -0.284; C -0.008; C -0.042; C -0.043; C -0.129; N -0.004; H 0.058; H 0.127; H 0.085; H 0.117; H 0.121; H 0.108; H 0.124; H 0.120; H 0.114; H 0.111; H 0.118; F 0.109; C -0.156; C -0.150; F 0.113; C -0.144; F 0.080; C -0.302; O -0.343; C -0.148; F 0.097; C -0.149; F 0.116

---

Entry from OMol25: a gas-phase ion, C5H13N2 (charge +1) in a non-equilibrium geometry (ωB97M-V with the def2-TZVPD basis set).

The total energy is -307.55833 a.u. For the LUMO energy, the calculation gives -3.576 eV. For the largest force on an atom, the calculation gives 3.63 eV Å⁻¹.

```
! RIJCOSX wB97M-V def2-TZVPD def2/J DEFGRID3
* xyz 1 1
C 1.00 -1.87 2.11
C -0.02 -1.60 1.01
C 0.49 -1.03 -0.26
C 0.25 0.56 -0.35
N -1.13 0.92 -0.63
C -1.35 1.91 -1.47
N -0.41 2.71 -1.93
H 0.53 -1.66 3.07
H 1.26 -2.94 2.23
H 1.97 -1.38 2.02
H -0.45 -2.62 0.80
H -0.91 -1.18 1.52
H 1.56 -0.99 -0.49
H -0.06 -1.46 -1.08
H 1.02 0.94 -1.00
H 0.64 0.89 0.62
H -1.86 0.27 -0.38
H -2.36 2.10 -1.76
H 0.51 2.90 -1.55
H -0.68 3.51 -2.48
*
```

The Löwdin scheme yields these atomic charges, measured in e: C -0.107; C -0.292; C -0.169; C -0.155; N 0.095; C -0.112; N 0.188; H 0.076; H 0.082; H 0.073; H 0.125; H 0.117; H 0.126; H 0.104; H 0.104; H 0.138; H 0.169; H 0.162; H 0.135; H 0.140

---

Entry from OMol25: C3H8P2 in the gas phase in a non-equilibrium geometry (ωB97M-V with the def2-TZVPD basis set).

The total energy is -801.75136 a.u. For the LUMO energy, the calculation gives 1.024 eV. For the largest force on an atom, the calculation gives 2.49 eV Å⁻¹.

```
! RIJCOSX wB97M-V def2-TZVPD def2/J DEFGRID3
* xyz 0 1
C -0.06 -2.30 -0.93
P 0.62 -0.77 -0.09
P -1.05 0.49 0.49
C 0.10 1.74 1.74
C -0.01 0.70 -1.01
H -0.19 -3.19 -0.33
H 0.63 -2.50 -1.78
H -1.11 -2.09 -1.31
H -0.38 2.72 1.85
H 1.21 1.70 1.63
H 0.05 1.43 2.85
H 0.59 1.60 -1.04
H -0.40 0.48 -2.07
*
```

The Löwdin scheme yields these atomic charges, measured in e: C -0.397; P 0.613; P 0.659; C -0.328; C -0.723; H 0.015; H 0.025; H 0.039; H -0.002; H 0.012; H 0.026; H 0.011; H 0.051

---

Entry from OMol25: 5 unconnected molecules or ions with the total composition C14H18BF4IO12 (ωB97M-V with the def2-TZVPD basis set).

The total energy is -2169.22196 a.u. For the LUMO energy, the calculation gives 0.133 eV. For the largest force on an atom, the calculation gives 0.62 eV Å⁻¹.

```
! RIJCOSX wB97M-V def2-TZVPD def2/J DEFGRID3
* xyz 0 1
O 2.21 0.02 0.50
C 1.85 1.06 0.07
O 1.76 1.35 -1.25
C 1.16 2.65 -1.38
C 1.46 3.26 -0.03
F 0.48 4.10 0.39
O 1.48 2.13 0.82
H 0.09 2.54 -1.54
H 1.59 3.20 -2.20
H 2.42 3.77 0.03
O 1.39 5.10 -3.05
C 0.53 5.89 -2.84
O 0.25 6.42 -1.63
C -0.75 7.43 -1.80
C -1.39 7.01 -3.10
F -1.82 8.06 -3.83
O -0.31 6.38 -3.78
H -0.27 8.41 -1.89
H -1.44 7.45 -0.97
H -2.21 6.29 -2.99
O -3.84 -4.33 -1.19
C -3.06 -3.61 -0.66
O -1.72 -3.63 -0.89
C -1.14 -2.52 -0.18
C -2.18 -2.26 0.89
F -2.25 -0.94 1.20
O -3.38 -2.65 0.25
H -1.04 -1.67 -0.86
H -0.17 -2.78 0.22
H -2.04 -2.84 1.80
O 2.34 -8.43 0.06
C 1.89 -7.42 -0.36
O 0.91 -7.35 -1.30
C 0.53 -5.97 -1.44
C 1.77 -5.26 -0.94
F 1.47 -4.08 -0.34
O 2.28 -6.17 0.02
H -0.34 -5.77 -0.81
H 0.29 -5.74 -2.47
H 2.53 -5.08 -1.71
C 1.09 -0.32 4.17
C -0.19 -0.37 3.32
B -1.52 -0.23 4.14
I -2.68 -2.02 4.55
H 1.94 -0.37 3.49
H 1.18 -1.18 4.84
H 1.21 0.61 4.73
H -0.20 -1.34 2.82
H -0.17 0.41 2.56
H -1.97 0.79 4.56
*
```

The Löwdin scheme yields these atomic charges, measured in e: O 0.169; C -0.559; O 0.077; C -0.048; C -0.303; F 0.074; O 0.124; H 0.149; H 0.106; H 0.178; O 0.161; C -0.538; O 0.070; C -0.041; C -0.310; F 0.084; O 0.143; H 0.147; H 0.143; H 0.175; O 0.186; C -0.544; O 0.053; C -0.047; C -0.347; F 0.050; O 0.137; H 0.149; H 0.119; H 0.103; O 0.187; C -0.545; O 0.077; C -0.053; C -0.304; F 0.063; O 0.134; H 0.133; H 0.144; H 0.175; C -0.105; C -0.334; B -0.621; I 0.813; H 0.067; H 0.075; H 0.075; H 0.063; H 0.087; H 0.006

---

Entry from OMol25: a molecular structure, C3H8N3O in a non-equilibrium geometry (ωB97M-V with the def2-TZVPD basis set).

The total energy is -358.33780 a.u. For the LUMO energy, the calculation gives -3.588 eV. For the largest force on an atom, the calculation gives 2.71 eV Å⁻¹.

```
! RIJCOSX wB97M-V def2-TZVPD def2/J DEFGRID3
* xyz 1 1
C -0.48 0.51 0.25
C -2.38 -0.12 -0.10
C -1.10 -0.88 0.19
N -1.62 1.12 -0.05
N -0.62 -1.98 0.51
N 2.94 0.33 -0.25
O 0.60 1.06 0.40
H -2.92 -0.40 -0.93
H -3.06 -0.02 0.74
H -2.00 2.03 -0.35
H -1.09 -2.85 0.64
H 1.83 0.35 0.16
H 3.15 1.05 -0.94
H 3.05 -0.51 -0.72
H 3.70 0.30 0.44
*
```

The Löwdin scheme yields these atomic charges, measured in e: C -0.389; C -0.068; C -0.222; N 0.146; N 0.224; N 0.238; O 0.061; H 0.107; H 0.133; H 0.196; H 0.077; H 0.116; H 0.146; H 0.088; H 0.147

---

Entry from OMol25: a molecular structure, C38H44BFN10O5S4SeTi in a non-equilibrium geometry (ωB97M-V with the def2-TZVPD basis set).

The expectation value of S² is 0.75. The total energy is -7366.63657 a.u. For the LUMO energy (alpha / beta), the calculation gives -2.109 / -1.940 eV. For the largest force on an atom, the calculation gives 1.82 eV Å⁻¹.

```
! RIJCOSX wB97M-V def2-TZVPD def2/J DEFGRID3
* xyz 1 2
Ti -0.53 -0.52 0.97
C 0.13 3.19 3.04
C 0.52 2.20 2.14
N -0.33 1.17 2.21
N -1.24 1.48 3.13
C -0.99 2.68 3.66
B -2.41 0.51 3.41
N -3.15 0.31 2.08
C -4.42 0.61 1.77
C -4.68 0.16 0.49
C -3.48 -0.42 0.08
N -2.57 -0.32 1.05
N -1.76 -0.82 3.75
C -1.95 -1.63 4.80
C -1.12 -2.72 4.66
C -0.44 -2.50 3.47
N -0.84 -1.34 2.93
H 0.59 4.15 3.21
H 1.34 2.20 1.44
H -1.61 3.09 4.43
H -3.13 0.92 4.25
H -5.06 1.11 2.46
H -5.60 0.23 -0.05
H -3.26 -0.91 -0.85
H -2.67 -1.39 5.56
H -1.03 -3.56 5.33
H 0.29 -3.11 2.97
C 4.94 1.08 -2.63
C 3.58 1.59 -3.08
S 2.21 1.02 -2.00
C 1.32 -0.18 -3.03
C 2.11 -1.40 -3.45
S 2.47 -2.51 -2.03
C 4.23 -2.87 -2.32
C 5.15 -1.72 -1.94
S 5.42 -0.54 -3.33
H 4.99 1.00 -1.55
H 5.71 1.77 -2.97
H 3.35 1.29 -4.10
H 3.56 2.68 -3.02
H 0.94 0.36 -3.90
H 0.48 -0.47 -2.40
H 3.06 -1.13 -3.90
H 1.52 -1.98 -4.17
H 4.35 -3.15 -3.37
H 4.44 -3.73 -1.70
H 6.13 -2.10 -1.67
H 4.72 -1.17 -1.10
F -4.77 -3.93 0.99
C -3.96 -4.46 0.06
C -2.74 -3.90 -0.12
N -1.87 -4.37 -1.06
C -0.58 -3.74 -1.31
C -0.50 -2.45 -0.51
O -0.23 -2.50 0.71
O -0.80 -1.35 -1.02
C -2.19 -5.45 -1.87
O -1.43 -5.86 -2.71
N -3.43 -5.99 -1.63
C -4.41 -5.61 -0.72
O -5.45 -6.19 -0.63
H -2.44 -3.07 0.50
H -0.48 -3.55 -2.38
H 0.23 -4.41 -1.00
H -3.66 -6.79 -2.22
C 3.95 2.04 1.27
N 3.87 1.07 2.33
C 4.58 1.15 3.49
C 4.32 0.02 4.20
N 3.46 -0.73 3.46
C 2.96 -2.03 3.82
C 3.16 -0.08 2.31
Se 2.10 -0.77 0.93
H 4.97 2.07 0.88
H 3.68 3.03 1.64
H 3.28 1.75 0.46
H 5.21 1.98 3.72
H 4.69 -0.30 5.15
H 3.64 -2.49 4.53
H 2.91 -2.65 2.92
H 1.97 -1.95 4.26
O -0.56 1.07 -0.35
S -0.23 2.44 -0.85
C -0.73 2.45 -2.59
C -1.56 1.46 -3.08
C -1.96 1.51 -4.41
C -1.51 2.53 -5.23
C -0.65 3.50 -4.74
C -0.26 3.47 -3.41
C -1.65 3.45 -0.33
C -1.40 4.67 0.27
C -2.47 5.47 0.66
C -3.77 5.04 0.44
C -4.01 3.80 -0.14
C -2.94 3.00 -0.53
H -1.85 0.65 -2.44
H -2.61 0.75 -4.80
H -1.82 2.56 -6.26
H -0.29 4.28 -5.39
H 0.40 4.22 -3.01
H -0.39 5.00 0.43
H -2.29 6.42 1.13
H -4.60 5.67 0.72
H -5.01 3.45 -0.31
H -3.12 2.04 -0.99
*
```

Löwdin atomic charge list, values in e, 99 entries: Ti 0.822; C -0.034; C -0.163; N -0.055; N 0.004; C -0.039; B -0.484; N 0.010; C -0.037; C -0.031; C -0.116; N -0.035; N -0.008; C -0.037; C -0.027; C -0.131; N -0.038; H 0.102; H 0.071; H 0.128; H 0.127; H 0.132; H 0.107; H 0.119; H 0.129; H 0.102; H 0.111; C -0.529; C -0.483; S 0.823; C -0.505; C -0.482; S 0.860; C -0.519; C -0.507; S 0.881; H 0.048; H 0.067; H 0.078; H 0.069; H 0.085; H 0.034; H 0.017; H 0.082; H 0.076; H 0.073; H 0.069; H 0.047; F 0.083; C -0.163; C 0.043; N 0.027; C -0.037; C -0.667; O -0.160; O -0.069; C -0.473; O 0.110; N 0.220; C -0.401; O 0.123; H 0.129; H 0.135; H 0.137; H 0.178; C -0.030; N -0.114; C -0.028; C -0.024; N -0.116; C -0.024; C -0.572; Se 0.826; H 0.105; H 0.105; H 0.022; H 0.130; H 0.131; H 0.103; H 0.076; H 0.086; O -0.617; S 1.016; C -0.386; C -0.088; C -0.053; C -0.063; C -0.060; C -0.074; C -0.336; C -0.086; C -0.064; C -0.060; C -0.055; C -0.065; H 0.100; H 0.114; H 0.110; H 0.111